Formula: C6H7I
Source: the OMol25 dataset
Level of theory: wB97M-V/def2-TZVPD

The geometry in XYZ format:
```
14
Properties=species:S:1:pos:R:3:forces:R:3
C 1.012753 0.729538 0.114109 -1.3 0.3 -0.6
C -2.005436 1.497655 -0.120782 -1.1 -1.6 0.0
C -3.006371 0.381285 0.033691 3.4 -1.7 -0.9
C 0.426548 -0.436723 0.024471 -4.0 2.4 1.2
C -1.692485 0.015990 -0.008555 0.2 1.2 0.9
C 0.708915 -1.823943 -0.030765 2.4 0.3 -6.2
I -4.984165 -0.186736 0.005245 0.4 0.1 0.0
H 0.458341 1.687078 0.097980 0.2 -0.8 0.2
H 2.067741 0.786298 0.040401 1.0 0.0 0.1
H -1.743048 1.995520 -0.991714 0.0 0.6 -2.3
H -2.073746 2.200689 0.628499 0.6 1.3 2.4
H 1.803822 -1.895574 -0.519226 -2.1 0.1 1.0
H 0.041137 -2.223451 -0.835121 0.6 -0.2 0.8
H 0.750785 -2.418704 0.769374 -0.4 -1.8 3.5
```
Forces are in eV/Å.

For the relative energy (zero: lowest compared OMol25 entry of this formula, charge and spin), the calculation gives 544.7 kJ/mol. Its lowest unoccupied orbital energy is 0.48 eV. Its HOMO energy is -8.24 eV.